DFT (ωB97M-V with the def2-TZVPD basis set) results for a molecular structure, C41H79Br3ClLiN6NaO8P2 at a distorted geometry.

Last column: Löwdin charge in e.
Positions of all 142 atoms, in Å:
C1 4.21 -0.31 5.24  -0.15
C2 3.70 -0.10 4.14  -0.28
C3 2.84 0.17 3.17  -0.22
C4 1.85 -0.81 2.77  -0.21
P1 1.75 -2.44 3.64  0.68
N1 0.31 -2.51 4.30  -0.33
C5 0.99 -0.51 1.79  -0.24
C6 -0.07 -1.50 1.43  -0.14
C7 0.04 -2.17 0.03  -0.16
C8 -1.41 -2.33 -0.47  -0.20
C9 -2.23 -3.17 0.53  -0.15
C10 -3.13 -2.34 1.46  -0.23
O1 -2.96 -2.85 2.77  -0.16
C11 -2.91 -1.85 3.78  -0.10
N2 1.06 0.71 1.17  -0.09
N3 0.11 1.13 0.22  0.08
C12 -0.81 1.74 1.20  -0.20
C13 -2.32 1.52 1.22  -0.13
C14 -2.77 1.75 2.72  -0.28
C15 -4.16 1.27 3.03  -0.16
C16 1.98 1.66 1.50  -0.22
C17 2.05 2.97 0.72  -0.14
C18 1.42 4.32 1.25  -0.14
C19 0.50 4.26 2.45  -0.16
O2 0.06 5.62 2.73  0.05
C20 -1.24 5.79 2.47  -0.49
C21 -1.84 5.40 1.15  0.04
O3 -1.95 6.33 3.28  0.03
C22 2.87 1.45 2.49  -0.31
P2 4.02 2.82 2.84  0.62
O4 4.73 2.53 4.27  -0.33
Br1 5.68 2.56 1.31  0.28
H1 4.44 -0.44 6.26  0.03
H2 2.84 -2.67 4.65  -0.15
H3 1.91 -3.43 2.61  0.00
H4 0.46 -2.68 5.28  -0.13
H5 -1.03 -0.97 1.43  0.09
H6 -0.17 -2.27 2.19  0.06
H7 0.44 -3.18 0.08  0.11
H8 0.60 -1.56 -0.68  0.10
H9 -1.37 -2.90 -1.40  0.10
H10 -1.87 -1.38 -0.73  0.10
H11 -2.88 -3.84 -0.03  0.10
H12 -1.54 -3.79 1.10  0.12
H13 -2.98 -1.27 1.37  0.07
H14 -4.18 -2.52 1.18  0.13
H15 -3.60 -2.11 4.58  0.08
H16 -1.90 -1.87 4.20  0.04
H17 -3.20 -0.86 3.44  0.04
H18 -0.29 0.44 -0.39  0.12
H19 -0.62 2.81 1.20  0.07
H20 -0.41 1.27 2.11  0.07
H21 -2.55 0.48 1.00  0.07
H22 -2.81 2.19 0.53  0.12
H23 -2.06 1.17 3.36  0.07
H24 -2.75 2.81 2.93  0.00
H25 -4.68 2.22 3.26  -0.08
H26 -4.59 0.69 2.22  0.09
H27 -4.20 0.62 3.90  0.04
H28 1.63 2.88 -0.27  0.09
H29 3.11 3.16 0.58  0.02
H30 0.82 4.71 0.42  0.08
H31 2.22 5.01 1.49  0.11
H32 1.00 3.88 3.34  0.13
H33 -0.35 3.62 2.27  0.07
H34 -2.17 4.37 1.22  0.07
H35 -1.18 5.52 0.30  0.07
H36 -2.75 5.97 0.97  0.10
H37 5.38 1.83 4.15  0.04
C23 1.61 5.28 -2.73  -0.05
C24 0.34 4.71 -2.31  -0.28
N4 -0.66 4.26 -1.98  0.16
H38 2.43 4.91 -2.12  0.08
H39 1.83 5.04 -3.77  0.07
H40 1.61 6.37 -2.64  0.09
Br2 5.85 -2.00 4.46  0.07
Na1 -3.88 5.94 3.42  -0.01
Cl1 2.34 -2.35 6.34  -0.10
Li1 -0.25 0.85 3.91  0.73
Br3 -4.38 4.19 4.06  0.37
C25 1.42 2.37 -5.66  -0.05
C26 1.88 0.92 -5.61  -0.15
N5 2.80 0.50 -6.73  -0.26
C27 2.03 0.62 -8.02  0.01
C28 3.12 -0.98 -6.61  -0.15
C29 3.93 -1.42 -5.40  -0.04
C30 4.03 1.38 -6.90  -0.06
C31 4.93 1.59 -5.69  -0.19
O5 4.26 2.23 -4.64  -0.21
C32 4.66 1.82 -3.33  -0.06
H41 0.82 2.58 -6.54  0.08
H42 0.79 2.56 -4.79  0.09
H43 2.24 3.08 -5.62  0.07
H44 1.01 0.27 -5.67  0.14
H45 2.38 0.71 -4.67  0.10
H46 1.12 0.04 -7.94  0.12
H47 2.66 0.25 -8.82  0.11
H48 1.81 1.67 -8.19  0.09
H49 3.65 -1.26 -7.52  0.14
H50 2.16 -1.48 -6.60  0.13
H51 5.00 -1.28 -5.56  0.08
H52 3.79 -2.49 -5.27  0.10
H53 3.64 -0.94 -4.47  0.08
H54 3.65 2.35 -7.23  0.13
H55 4.60 0.94 -7.71  0.15
H56 5.74 2.25 -6.02  0.15
H57 5.41 0.67 -5.37  0.10
H58 5.63 1.32 -3.33  0.10
H59 3.90 1.14 -2.92  0.08
H60 4.71 2.70 -2.69  0.09
C33 1.49 3.59 -11.24  -0.07
C34 1.85 4.33 -10.03  -0.29
N6 2.13 4.90 -9.08  0.13
H61 1.78 4.14 -12.13  0.09
H62 2.00 2.62 -11.27  0.08
H63 0.42 3.41 -11.29  0.09
C35 -3.42 -0.88 8.22  -0.01
C36 -4.49 -0.48 7.24  -0.49
O6 -4.22 -0.04 6.15  0.05
C37 -5.92 -0.66 7.68  -0.02
H64 -2.44 -0.71 7.78  0.08
H65 -3.50 -0.29 9.13  0.09
H66 -3.50 -1.94 8.47  0.09
H67 -6.12 -0.06 8.57  0.09
H68 -6.12 -1.71 7.90  0.09
H69 -6.59 -0.34 6.89  0.08
C38 -3.61 -8.07 -0.97  -0.11
O7 -3.19 -6.96 -0.20  -0.20
C39 -3.95 -6.79 0.99  -0.20
C40 -3.18 -7.26 2.21  -0.20
O8 -3.03 -8.67 2.21  -0.19
C41 -1.73 -9.08 1.84  -0.11
H70 -2.89 -8.21 -1.77  0.09
H71 -3.66 -8.98 -0.36  0.09
H72 -4.60 -7.87 -1.41  0.09
H73 -4.91 -7.30 0.92  0.13
H74 -4.14 -5.71 1.09  0.11
H75 -3.76 -7.00 3.10  0.13
H76 -2.21 -6.76 2.27  0.13
H77 -1.01 -8.83 2.62  0.09
H78 -1.42 -8.64 0.89  0.08
H79 -1.74 -10.17 1.73  0.09

**Largest force on an atom**: 10.3 eV/A
**Total energy**: -11574.21697 hartree
**HOMO energy**: -8.38 eV
**Charge**: +1
**HOMO-LUMO gap**: 5.688 eV